Entry 1:
The following is a quantum chemistry calculation of 3 unconnected molecules or ions with the total composition C37H52F18I2O6S2 in a non-equilibrium geometry, from the Open Molecules 2025 dataset.

Output
HOMO energy	-7.329	eV
M	1252.72	g mol⁻¹
2S+1	1
net charge	0
HOMO-LUMO gap	6.41	eV
electronic energy	-5080.9175	Ha

```
117
Properties=species:S:1:pos:R:3:forces:R:3
C 4.75240 -3.99657 0.68085 -2.96 0.88 0.87
C 3.64471 -3.27011 1.37490 2.39 -0.78 -0.11
C 2.15672 -2.95502 0.80698 0.54 -2.46 -0.14
C 1.90355 -1.41568 0.19944 0.13 -2.43 -0.38
S 3.21150 -1.50434 -1.20326 -0.14 0.76 -0.31
C 0.34528 -1.27450 -0.45226 0.13 2.07 0.93
C 0.11416 -2.07328 -1.82461 -0.19 -2.26 -0.02
C 0.20706 -1.62843 -3.33761 -0.34 0.32 -2.67
F 1.56336 -1.36379 -3.92772 -2.48 -0.62 1.62
C -0.75833 -1.76262 0.71033 -1.46 -5.07 0.12
I -1.73088 -0.52093 2.29524 0.88 -0.56 -1.52
C -1.25591 -3.18280 0.89430 0.11 4.16 0.92
C -2.39295 -3.60004 2.05457 -0.09 -0.27 0.03
I -0.62272 -4.94005 -0.19988 -0.54 0.77 0.60
C 0.04703 0.33893 -0.80199 -1.73 2.03 -2.75
C 0.95777 1.03969 -1.95308 0.75 -0.43 -1.82
C 2.26845 1.71149 -1.91833 -1.11 0.89 1.64
C -1.53646 0.55979 -1.32468 -0.59 0.96 0.08
C -1.81279 2.13208 -1.81875 -1.69 -0.31 -0.24
C -2.04052 2.23750 -3.47001 1.87 1.07 -0.11
C -0.90985 3.31568 -4.06686 1.17 -0.45 0.07
C -0.07690 2.68356 -5.36897 -1.34 1.03 -0.66
C 1.30963 3.49589 -5.70993 0.23 -0.61 -0.42
C 2.67707 2.80267 -5.12348 1.16 1.22 -0.77
O 2.66197 1.33176 -5.09082 1.43 1.20 0.46
C 4.01125 0.76578 -4.92857 0.72 -0.79 -0.10
O 0.10824 1.28171 0.28681 1.57 -0.85 2.45
S 1.34683 1.29284 1.35122 1.16 7.96 5.44
O 2.27867 2.54645 1.10745 -2.77 -5.18 -0.87
O 0.88399 1.60980 2.83489 0.52 -2.58 -5.45
C 2.23644 -0.35315 1.37036 0.75 -2.15 1.63
F 1.67257 -1.01176 2.62319 0.93 1.45 -2.81
C 3.73719 0.01480 1.81292 1.19 1.50 1.68
C 4.78991 0.67529 0.77695 1.41 0.52 -0.44
C 5.54175 2.05841 1.34297 0.18 -0.66 -0.43
C 6.18606 1.88248 2.83960 -0.46 1.38 -0.56
C 7.16529 3.21183 3.07654 -0.35 -0.10 -0.42
H 4.47433 -5.07980 0.26416 0.58 3.00 -0.36
H 5.83332 -3.52569 0.50373 -2.24 -1.65 1.59
H 3.87511 -2.95245 2.50262 -0.28 0.45 -2.96
H 2.09989 -3.64875 -0.16548 -0.24 1.45 2.29
H 1.38734 -3.29934 1.59916 1.10 0.92 -1.45
H 3.02025 -2.69764 -1.94673 -0.40 1.20 1.45
H 0.86657 -3.00454 -1.80717 -2.10 1.89 0.14
H -1.02812 -2.43702 -1.75418 2.88 0.51 -0.24
H -0.18753 -2.55042 -3.99500 0.99 1.82 1.74
H -0.45312 -0.72831 -3.72374 1.48 -1.71 1.27
H -1.96955 -3.43360 3.15900 -0.95 -0.03 -2.59
H -2.68913 -4.73230 2.01732 0.93 2.07 -0.34
H -3.42182 -3.01690 1.88511 2.53 -0.99 0.46
H 0.46552 1.11119 -3.04277 1.62 -2.07 1.99
H 2.29857 2.83340 -1.52169 0.41 -3.07 0.86
H 3.30829 1.24395 -2.20515 -2.59 1.27 -1.32
H -2.32504 0.39108 -0.47948 1.87 -0.03 -1.30
H -1.84424 -0.13899 -2.19947 1.01 1.35 1.68
H -1.03151 2.89615 -1.40837 -1.26 -1.60 -0.95
H -2.86256 2.47720 -1.36454 2.36 -0.89 -0.71
H -3.08628 2.67158 -3.76418 1.90 -1.25 0.71
H -1.80375 1.20315 -4.01262 -0.87 2.14 1.27
H -0.06765 3.54045 -3.25671 -1.91 -0.54 -1.47
H -1.39430 4.35934 -4.31710 0.95 -2.16 0.26
H 0.06154 1.51199 -5.28348 0.01 2.50 0.00
H -0.80327 2.86111 -6.29872 1.59 -0.56 1.86
H 1.43613 3.55490 -6.88161 -0.34 -0.20 2.35
H 1.27353 4.61631 -5.32933 -0.01 -2.39 -0.63
H 2.96123 3.31137 -4.09604 -0.62 -1.41 -1.70
H 3.55580 3.10585 -5.87256 -1.75 -0.45 1.53
H 4.58450 1.12522 -3.96902 -1.30 -0.40 -1.65
H 4.72398 1.01007 -5.84581 -1.62 -0.37 1.68
H 3.90974 -0.41575 -4.83737 -0.04 2.67 -0.28
H 4.33761 -0.82883 2.40940 -2.05 1.43 -1.66
H 3.59925 0.85332 2.66134 -0.07 -1.89 -1.88
H 4.38717 0.96039 -0.28166 0.42 -0.74 2.08
H 5.67985 -0.10249 0.62277 -2.01 1.55 0.16
H 4.83948 2.99578 1.33402 1.11 -1.98 0.08
H 6.39568 2.28712 0.54073 -1.67 -0.55 1.84
H 6.74899 0.86426 2.96514 -1.04 1.99 -0.24
H 5.29791 1.97255 3.60791 1.85 -0.49 -1.42
H 8.26846 2.86588 3.29101 -2.23 0.92 -0.28
H 6.71944 3.88670 3.92868 1.17 -1.44 -1.52
H 7.14958 3.88887 2.09311 0.16 -1.58 2.14
F -6.28309 -0.71100 -2.85978 0.39 0.29 0.27
C -5.07585 -0.69742 -2.26051 -0.13 1.13 0.15
F -4.44009 0.41341 -2.71954 0.28 -0.30 0.01
C -4.24969 -1.94737 -2.54986 0.07 -0.77 -0.86
F -3.88746 -2.01687 -3.85870 -0.08 0.25 0.38
F -3.07521 -1.84529 -1.85066 -0.71 -0.05 0.24
C -4.90456 -3.27720 -2.14223 0.34 -0.94 0.38
O -5.61964 -3.97931 -3.16643 -1.18 1.41 -0.26
C -6.94634 -3.51760 -3.41079 0.83 -0.98 1.80
F -7.33375 -2.73775 -2.37036 -0.47 -0.50 -0.66
F -7.74194 -4.62112 -3.35976 0.34 0.63 -0.55
C -7.10613 -2.82576 -4.77083 -0.11 0.46 -0.91
F -6.21088 -1.82614 -4.95154 -0.10 -0.60 -0.09
F -8.33556 -2.26409 -4.89181 0.07 -0.35 0.41
H -5.22914 -0.56457 -1.18667 0.10 -0.21 0.09
H -4.08400 -3.95505 -1.87746 -0.03 0.19 -0.27
H -5.49287 -3.18761 -1.22272 0.01 0.25 -0.28
H -6.97648 -3.54104 -5.58496 0.03 -0.20 0.17
F -2.59543 2.58212 8.27985 -0.12 0.39 -0.27
C -2.76537 2.92821 6.98832 -0.38 1.03 0.24
F -3.93531 3.61899 6.93441 0.01 -0.22 -0.31
C -2.80651 1.72771 6.04719 -0.30 -0.98 -0.17
F -3.91164 0.96375 6.25732 0.18 0.36 0.04
F -2.92829 2.20203 4.76700 0.29 0.23 0.39
C -1.56261 0.82481 6.07853 0.54 -0.46 -0.73
O -1.62796 -0.32603 6.92975 -0.27 0.94 1.66
C -1.36038 -0.08141 8.30873 1.33 0.21 -1.90
F -0.76981 1.13423 8.42795 -0.02 -0.80 0.59
F -0.41247 -0.98829 8.67257 -0.83 0.19 0.15
C -2.59736 -0.23744 9.20282 -0.82 -0.08 0.53
F -3.64136 0.51272 8.77774 0.27 -0.58 -0.01
F -2.33462 0.15885 10.47385 0.42 -0.08 -0.27
H -1.96571 3.61998 6.71210 0.10 -0.15 -0.18
H -1.46231 0.40524 5.07017 -0.18 0.04 0.26
H -0.63880 1.39296 6.23155 -0.33 0.02 0.11
H -2.92406 -1.27846 9.23092 0.20 -0.07 -0.14
```
Forces are in eV/Å.

Entry 2:
The following is a quantum chemistry calculation of 3 unconnected molecules or ions with the total composition C7H15N6O2 in a non-equilibrium geometry, from the Open Molecules 2025 dataset.

Output
HOMO energy	-12.530	eV
M	215.24	g mol⁻¹
2S+1	1
net charge	+1
HOMO-LUMO gap	8.84	eV
electronic energy	-754.4636	Ha
relative energy (zero: lowest compared OMol25 entry of this formula, charge and spin)	0.0	kJ/mol

```
30
Properties=species:S:1:pos:R:3:forces:R:3
N -3.82045 -0.89182 0.35324 -0.28 0.71 1.53
C -2.53752 -0.48400 1.00955 5.80 1.85 1.24
C -1.39504 0.11066 0.10982 0.13 -0.05 4.17
C -0.08783 0.56086 0.85882 -3.92 -1.71 1.37
C -0.06652 0.36850 2.39750 -0.92 -0.24 -1.71
N -1.07738 -0.20638 3.22687 -0.67 0.61 -5.22
C -2.25122 -0.60549 2.52503 0.02 0.30 -1.73
H -3.82118 -0.61353 -0.64135 0.06 -0.49 0.37
H -4.05884 -1.89166 0.49427 0.42 0.37 -0.50
H -4.57810 -0.35227 0.83232 0.44 -0.43 -0.61
H -1.52800 0.21269 -1.02740 0.29 -0.12 1.94
H 0.79839 1.00902 0.29099 -1.16 -0.68 0.93
H 0.88543 0.73498 2.93677 -1.80 -0.77 -0.86
H -3.09330 -1.07249 3.16266 1.61 0.85 -0.95
C -0.34893 -3.15523 -1.89574 -0.01 -0.24 -0.15
O -1.54053 -3.41782 -1.78155 -0.19 0.24 0.14
N 0.23210 -2.11984 -1.24266 0.00 0.52 0.32
N 0.48640 -3.87362 -2.68148 -0.02 -0.47 -0.38
H 1.20516 -1.88163 -1.31809 -0.05 -0.02 0.02
H -0.36461 -1.56698 -0.65014 0.41 -0.33 -0.07
H 0.08925 -4.65183 -3.18309 0.10 0.13 0.08
H 1.46450 -3.67379 -2.78765 -0.08 0.00 0.03
C 3.03735 2.93378 -0.14244 0.21 0.10 -0.02
O 2.70911 1.75280 -0.18742 -0.26 -0.15 0.04
N 2.13469 3.94427 -0.12787 -0.69 0.14 0.02
N 4.33006 3.32878 -0.10375 0.53 -0.27 0.01
H 2.38392 4.91620 -0.09137 0.00 -0.08 -0.01
H 1.16082 3.69084 -0.15588 0.19 0.15 -0.02
H 5.03172 2.60592 -0.11313 -0.09 0.16 0.00
H 4.62055 4.28908 -0.06684 -0.05 -0.07 -0.01
```
Forces are in eV/Å.

Entry 3:
The following is a quantum chemistry calculation of a single C3H7NO3 molecule in a non-equilibrium geometry, from the Open Molecules 2025 dataset.

Output
HOMO energy	-10.068	eV
M	105.09	g mol⁻¹
2S+1	1
net charge	0
HOMO-LUMO gap	10.89	eV
electronic energy	-398.8331	Ha
relative energy (zero: lowest compared OMol25 entry of this formula, charge and spin)	537.1	kJ/mol

```
14
Properties=species:S:1:pos:R:3:forces:R:3
C 0.94631 1.85652 -0.17263 -2.04 1.81 0.35
O 0.30543 0.72741 0.37917 0.11 0.27 0.44
C -0.60615 -0.11631 -0.13167 -0.33 -1.39 -0.18
C -1.04233 -1.04351 1.01600 -0.06 0.57 -0.50
N 0.25860 -1.30287 -1.01617 0.53 3.17 1.50
O -0.30801 -2.21864 -1.51786 -0.38 -0.83 -0.67
O 1.45460 -1.10223 -0.90435 -0.39 -0.86 -0.75
H 0.39805 2.82585 0.00449 -0.15 -1.10 -0.08
H 1.24286 1.89792 -1.17760 -0.10 -0.91 -1.77
H 1.82896 2.00877 0.34865 1.71 -0.21 1.31
H -1.44247 0.28731 -0.74547 0.88 -0.21 -0.05
H -1.41984 -1.99587 0.62538 -0.73 0.59 0.38
H -1.50860 -0.53618 1.87448 -0.66 -0.25 -0.80
H -0.10742 -1.28816 1.41759 1.61 -0.64 0.81
```
Forces are in eV/Å.

- Which of these has the lowest HOMO energy?
  C7H15N6O2